# 1
Formula: C13H27Cl2N2OP2Ru
Source: OMol25
Level of theory: the ωB97M-V functional and the def2-TZVPD basis

XYZ file:
```
48
Properties=species:S:1:pos:R:3:mulliken_spin:R:1
C -4.26942 0.63724 -0.61472 -0.041
C -3.05156 -0.19826 -0.43011 0.007
H -5.11299 -0.03721 -0.78092 0.035
H -4.15028 1.27948 -1.49812 0.003
H -4.45980 1.27145 0.26069 0.009
O -3.00199 -1.41717 -0.34171 0.050
Cl -1.44145 3.25512 -1.66649 0.394
Ru -1.69680 1.25296 -0.53333 3.127
P -0.82841 0.08890 -2.18502 -0.032
C -0.20301 -1.55781 -1.71323 0.053
C -2.03179 -0.24792 -3.52297 0.024
H -1.51963 -0.55758 -4.44256 0.007
H 0.27134 1.10762 -4.08456 0.003
H -2.60342 0.66810 -3.71583 -0.001
H 0.83582 1.79916 -2.54311 -0.002
H -0.99693 -2.09270 -1.18070 -0.001
H -2.72606 -1.03875 -3.21226 -0.001
C 0.57045 0.87245 -3.05699 0.019
H 0.08619 -2.12787 -2.60658 0.003
H 1.44269 0.21221 -3.07754 0.002
H 0.66374 -1.44696 -1.05376 -0.014
P -1.50170 0.36446 1.67727 0.008
C -0.21428 -0.94108 1.72221 0.040
C -1.05675 1.68739 2.84907 0.002
H -3.79102 0.29305 2.49083 0.000
H -2.67973 -0.55661 3.60917 0.002
H -3.19904 -1.34283 2.07922 0.003
C -2.93313 -0.39006 2.55438 0.012
H -1.95403 1.97401 3.40957 0.010
H -0.29114 1.32424 3.54585 0.003
H 0.32382 -0.88356 2.67808 0.006
H 0.51345 -0.77523 0.91394 -0.032
H -0.68544 2.55883 2.29976 -0.004
H -0.69735 -1.92068 1.60563 -0.001
Cl 0.58437 1.71818 0.07779 0.303
N 2.76484 0.82750 2.33816 0.352
C 3.40164 0.04914 1.41819 0.095
C 4.73489 -0.39652 1.64282 0.193
C 5.37978 -1.08028 0.61398 -0.062
C 4.68487 -1.28238 -0.59111 0.254
C 3.35232 -0.85838 -0.68190 0.075
N 2.69571 -0.29444 0.32874 0.091
H 1.96341 1.37534 2.02695 -0.018
H 3.32302 1.17136 3.10743 -0.018
H 5.19087 -0.15773 2.60535 0.003
H 6.40145 -1.44036 0.73817 0.002
H 5.13679 -1.76788 -1.45511 0.003
H 2.77569 -0.97792 -1.60463 0.035
```

The orbital gap (alpha / beta) comes out at 7.667 / 5.457 eV. Its total charge is +2. Its spin multiplicity is 6. The value obtained for the LUMO energy (alpha / beta) is -6.14 / -9.93 eV.

=====

# 2
Formula: C13H27ClN2O5S
Source: OMol25
Level of theory: the ωB97M-V functional and the def2-TZVPD basis

XYZ file:
```
49
Properties=species:S:1:pos:R:3:nbo_charge:R:1
C -3.07359 -2.73859 -3.74498 -0.602
C -2.47332 -2.10761 -2.49582 -0.433
C -0.94768 -1.97374 -2.47408 -0.140
Cl -0.13634 -3.36581 -3.30150 -0.102
C -0.34001 -1.74807 -1.08268 -0.246
C 1.18510 -1.57609 -1.10058 -0.436
C 1.76529 -1.55730 0.32010 -0.097
O 0.78892 -1.09294 1.27832 -0.713
S -0.34225 -2.15513 1.60507 2.395
O 0.19530 -3.21682 2.39824 -0.931
O -1.44462 -1.38330 2.08845 -0.940
C -0.71669 -2.78316 -0.02398 -0.697
H -2.81720 -3.79337 -3.83057 0.213
H -2.73412 -2.23626 -4.65296 0.207
H -4.16073 -2.65698 -3.70174 0.214
H -2.85693 -1.08909 -2.38963 0.255
H -2.82339 -2.65138 -1.61750 0.193
H -0.67977 -1.09892 -3.06795 0.218
H -0.76681 -0.78877 -0.76274 0.240
H 1.65323 -2.40352 -1.63394 0.232
H 1.43820 -0.66036 -1.63882 0.225
H 2.61924 -0.88745 0.37338 0.233
H 2.10621 -2.54935 0.62495 0.193
H -1.78791 -2.96844 0.03970 0.260
H -0.18764 -3.72789 -0.15016 0.255
C 3.57895 1.81414 0.64289 0.529
O 3.98478 1.11806 -0.26911 -0.636
N 4.26494 2.05619 1.77569 -0.426
C 3.73058 2.87756 2.83941 -0.399
C 5.58217 1.46083 1.92311 -0.416
H 2.59198 2.30656 0.61924 0.108
H 4.36724 3.74504 3.02460 0.197
H 3.63919 2.30852 3.76657 0.200
H 2.74076 3.23127 2.55536 0.210
H 6.24881 1.79635 1.12865 0.216
H 5.52323 0.37340 1.87254 0.215
H 5.99229 1.75390 2.88685 0.204
C -3.74994 1.90708 -0.67498 0.534
O -3.34328 1.05628 -1.44775 -0.649
N -3.06665 2.33507 0.40057 -0.423
C -3.57869 3.35080 1.29144 -0.398
C -1.76953 1.73117 0.65835 -0.424
H -4.73086 2.39528 -0.79483 0.109
H -2.91644 4.21873 1.31956 0.195
H -3.68707 2.96393 2.30657 0.200
H -4.55684 3.67612 0.94024 0.210
H -1.10998 1.88295 -0.19855 0.206
H -1.87195 0.66335 0.83446 0.236
H -1.32616 2.18777 1.54054 0.203
```

The orbital gap comes out at 9.936 eV. Its SMILES is CC[C@H](Cl)[C@@H]1CCOS(=O)(=O)C1.CN(C)C=O.CN(C)C=O. The value obtained for the LUMO energy is 0.46 eV.

=====

# 3
Formula: C13H27I2O6P2Sn
Source: OMol25
Level of theory: the ωB97M-V functional and the def2-TZVPD basis

XYZ file:
```
51
Properties=species:S:1:pos:R:3:nbo_charge:R:1
C 0.41851 2.70458 3.75464 -0.637
C 0.56049 2.68485 2.08893 -0.418
C 1.50272 1.37523 1.67112 -0.406
C 1.44875 0.99818 0.08059 -0.255
C 2.76088 0.05948 -0.25801 -0.683
C 0.03129 0.37748 -0.45540 0.279
C -0.74133 1.68597 -1.06073 -0.450
C -0.49426 1.98930 -2.64829 -0.522
C 0.97319 1.55857 -3.23326 0.773
O 2.00954 2.42438 -3.05884 -0.632
O 1.29072 0.33115 -3.99032 -0.686
O -0.69314 0.01257 0.80782 -0.866
P -0.33753 -1.64744 1.33139 0.863
P -0.74287 -1.26704 3.44415 1.374
O -1.94743 -2.34114 4.10186 -0.941
O 0.73260 -1.59805 4.36813 -0.952
O 0.13975 -2.17769 -0.29566 -0.800
C 0.01640 -1.04958 -1.27719 0.004
C -1.23575 -1.42381 -2.26105 -0.346
I -0.39720 -2.82793 -3.78038 0.123
C -2.49396 -2.18886 -1.54381 -0.350
C -3.43764 -2.77852 -2.79310 -0.665
I -3.85566 -0.79949 -0.44884 0.101
H 1.45205 2.63472 4.30077 0.213
H -0.13617 3.68529 4.11809 0.240
H -0.29458 1.80355 4.07311 0.206
H -0.54390 2.58578 1.69142 0.234
H 1.09628 3.67951 1.78108 0.223
H 2.62053 1.73517 1.88889 0.201
H 1.30905 0.48808 2.40890 0.199
H 1.61102 2.02053 -0.51198 0.268
H 2.92033 -0.83376 0.49262 0.288
H 3.71245 0.76587 -0.11445 0.011
H 2.80589 -0.28869 -1.39767 0.255
H -0.50804 2.70241 -0.48515 0.250
H -1.91731 1.53219 -0.92645 0.278
H -1.32354 1.55763 -3.37223 0.253
H -0.56512 3.17478 -2.77548 0.281
H 2.29114 0.20287 -3.84218 0.494
H -1.69616 -2.13496 1.27779 -0.011
H -0.05336 -3.01092 1.80012 -0.128
H 1.08321 -1.47754 1.49657 -0.079
H -1.78074 -2.52370 5.09230 0.529
H 1.41875 -0.90280 4.08564 0.506
H 0.95489 -1.29139 -1.97406 0.224
H -1.67508 -0.53502 -2.88126 0.239
H -2.21238 -3.12771 -0.90410 0.258
H -3.35908 -2.02524 -3.70206 0.219
H -4.57253 -2.70548 -2.43038 0.236
H -3.18966 -3.88849 -3.06812 0.245
Sn 5.04407 0.07513 -0.66549 0.961
```

The orbital gap comes out at 2.288 eV. Its total charge is +1. The value obtained for the LUMO energy is -7.22 eV.

=====

# 4
Formula: C13H28AsN4O3Re
Source: OMol25
Level of theory: the ωB97M-V functional and the def2-TZVPD basis

XYZ file:
```
50
Properties=species:S:1:pos:R:3:mulliken_spin:R:1
Re 0.12918 -0.06696 0.36708 2.965
N 0.50229 0.57980 -1.68772 -0.024
C -0.72404 1.10750 -2.37425 -0.003
C -1.61317 1.71954 -1.30927 0.032
N -1.84966 0.65594 -0.27559 0.004
H 1.16638 1.35264 -1.57228 0.018
H 0.97254 -0.09801 -2.28827 0.009
H -1.23156 0.28591 -2.88094 -0.002
H -0.45622 1.84962 -3.12527 -0.002
H -2.55098 2.07810 -1.73198 -0.001
H -1.11207 2.56527 -0.83294 -0.002
H -2.49401 -0.03310 -0.66598 0.016
H -2.35760 1.06499 0.51380 0.012
C -0.88679 -3.04030 -1.71439 0.008
As -0.32702 -2.56596 0.07894 -0.064
C 1.29288 -3.56786 0.40676 0.002
C -1.66958 -3.22089 1.30693 0.018
H -1.04346 -4.12099 -1.70882 -0.003
H -0.10807 -2.81417 -2.44165 0.001
H -1.82290 -2.56255 -1.99887 0.001
H 1.05003 -4.62164 0.25895 -0.003
H 1.63504 -3.42264 1.42978 0.000
H 2.07203 -3.28235 -0.29817 0.003
H -1.71067 -4.30173 1.15948 -0.001
H -2.65010 -2.79742 1.09618 0.000
H -1.38342 -3.00324 2.33368 0.000
C 0.22336 0.53539 5.39233 0.000
C 1.42023 -0.38250 5.17389 0.002
C 2.19407 -0.18197 3.86183 0.003
C 3.45700 -1.13369 3.87079 0.010
C 4.49863 -0.97410 2.77004 0.005
C 2.77173 1.26798 3.80043 -0.001
O 3.23147 1.79714 4.75249 0.003
N 2.66089 1.95582 2.56014 0.013
C 2.08861 1.43617 1.46880 0.010
O 1.56367 2.04928 0.52608 0.018
N 1.85225 0.06789 1.45045 0.047
C 1.37997 -0.38691 2.65108 -0.066
O 0.20378 -0.83088 2.51077 -0.019
H -0.27464 0.26539 6.32097 0.000
H -0.50602 0.47133 4.58304 -0.002
H 0.52440 1.57978 5.49598 0.000
H 1.12008 -1.43164 5.23359 0.000
H 2.13011 -0.22736 5.98529 0.000
H 3.08653 -2.16037 3.90894 0.000
H 3.93292 -0.93788 4.83113 0.000
H 4.10153 -1.14579 1.76938 -0.008
H 5.29053 -1.70227 2.93903 0.000
H 4.97677 0.00703 2.79203 -0.001
H 2.89239 2.94726 2.56570 0.000
```

The orbital gap (alpha / beta) comes out at 7.700 / 6.725 eV. Its total charge is +3. Its spin multiplicity is 4. The value obtained for the LUMO energy (alpha / beta) is -11.77 / -12.76 eV.

=====

Repeat the second record exactly.
Formula: C13H27ClN2O5S
Source: OMol25
Level of theory: the ωB97M-V functional and the def2-TZVPD basis

XYZ file:
```
49
Properties=species:S:1:pos:R:3:nbo_charge:R:1
C -3.07359 -2.73859 -3.74498 -0.602
C -2.47332 -2.10761 -2.49582 -0.433
C -0.94768 -1.97374 -2.47408 -0.140
Cl -0.13634 -3.36581 -3.30150 -0.102
C -0.34001 -1.74807 -1.08268 -0.246
C 1.18510 -1.57609 -1.10058 -0.436
C 1.76529 -1.55730 0.32010 -0.097
O 0.78892 -1.09294 1.27832 -0.713
S -0.34225 -2.15513 1.60507 2.395
O 0.19530 -3.21682 2.39824 -0.931
O -1.44462 -1.38330 2.08845 -0.940
C -0.71669 -2.78316 -0.02398 -0.697
H -2.81720 -3.79337 -3.83057 0.213
H -2.73412 -2.23626 -4.65296 0.207
H -4.16073 -2.65698 -3.70174 0.214
H -2.85693 -1.08909 -2.38963 0.255
H -2.82339 -2.65138 -1.61750 0.193
H -0.67977 -1.09892 -3.06795 0.218
H -0.76681 -0.78877 -0.76274 0.240
H 1.65323 -2.40352 -1.63394 0.232
H 1.43820 -0.66036 -1.63882 0.225
H 2.61924 -0.88745 0.37338 0.233
H 2.10621 -2.54935 0.62495 0.193
H -1.78791 -2.96844 0.03970 0.260
H -0.18764 -3.72789 -0.15016 0.255
C 3.57895 1.81414 0.64289 0.529
O 3.98478 1.11806 -0.26911 -0.636
N 4.26494 2.05619 1.77569 -0.426
C 3.73058 2.87756 2.83941 -0.399
C 5.58217 1.46083 1.92311 -0.416
H 2.59198 2.30656 0.61924 0.108
H 4.36724 3.74504 3.02460 0.197
H 3.63919 2.30852 3.76657 0.200
H 2.74076 3.23127 2.55536 0.210
H 6.24881 1.79635 1.12865 0.216
H 5.52323 0.37340 1.87254 0.215
H 5.99229 1.75390 2.88685 0.204
C -3.74994 1.90708 -0.67498 0.534
O -3.34328 1.05628 -1.44775 -0.649
N -3.06665 2.33507 0.40057 -0.423
C -3.57869 3.35080 1.29144 -0.398
C -1.76953 1.73117 0.65835 -0.424
H -4.73086 2.39528 -0.79483 0.109
H -2.91644 4.21873 1.31956 0.195
H -3.68707 2.96393 2.30657 0.200
H -4.55684 3.67612 0.94024 0.210
H -1.10998 1.88295 -0.19855 0.206
H -1.87195 0.66335 0.83446 0.236
H -1.32616 2.18777 1.54054 0.203
```

The orbital gap comes out at 9.936 eV. Its SMILES is CC[C@H](Cl)[C@@H]1CCOS(=O)(=O)C1.CN(C)C=O.CN(C)C=O. The value obtained for the LUMO energy is 0.46 eV.